[1]
Below is a molecular structure, C34H43AuBBrN6O2S3, with properties calculated with wB97M-V/def2-TZVPD.

The geometry in XYZ format:
```
91
C34H43AuBBrN6O2S3 wB97M-V/def2-TZVPD
Au -0.70 -0.15 0.40
C 0.69 2.56 4.71
C 1.58 1.84 3.75
C 2.93 1.72 3.93
C 3.73 1.00 3.00
N 3.20 0.46 1.94
N 1.87 0.61 1.75
B 1.45 0.03 0.40
N 2.08 -1.33 0.13
N 3.20 -1.29 -0.61
C 3.87 -2.40 -0.75
C 3.42 -3.60 -0.12
C 2.27 -3.64 0.61
C 1.74 -4.87 1.27
C 1.56 -2.41 0.70
S 0.04 -2.26 1.50
C 5.12 -2.39 -1.61
C 5.37 -0.99 -2.17
C 6.31 -2.82 -0.74
C 4.92 -3.39 -2.76
N 1.64 0.98 -0.81
N 2.55 1.92 -0.65
C 2.88 2.64 -1.70
C 2.29 2.39 -2.96
C 1.34 1.42 -3.12
C 0.66 1.14 -4.42
C 1.01 0.70 -1.95
S -0.23 -0.54 -1.94
C 3.92 3.73 -1.52
C 4.42 3.77 -0.07
C 5.10 3.41 -2.45
C 3.30 5.08 -1.89
C 1.04 1.21 2.60
S -0.65 1.21 2.32
C 5.22 0.82 3.23
C 5.86 0.05 2.07
C 5.41 0.03 4.54
C 5.88 2.20 3.36
H 1.26 2.98 5.53
H 0.15 3.36 4.20
H -0.06 1.87 5.12
H 3.39 2.17 4.80
H 4.00 -4.51 -0.25
H 2.41 -5.71 1.11
H 1.62 -4.71 2.34
H 0.76 -5.12 0.86
H 5.51 -0.26 -1.37
H 6.28 -1.02 -2.78
H 4.55 -0.66 -2.80
H 6.48 -2.11 0.07
H 6.17 -3.81 -0.30
H 7.21 -2.86 -1.35
H 4.04 -3.14 -3.36
H 5.80 -3.35 -3.41
H 4.82 -4.41 -2.41
H 2.58 2.99 -3.81
H 1.10 1.74 -5.22
H 0.75 0.08 -4.69
H -0.40 1.37 -4.35
H 4.86 2.81 0.22
H 5.18 4.54 0.02
H 3.61 4.00 0.62
H 5.56 2.45 -2.21
H 4.81 3.40 -3.50
H 5.87 4.19 -2.34
H 2.44 5.31 -1.26
H 4.04 5.86 -1.76
H 2.98 5.11 -2.94
H 5.44 -0.96 1.99
H 5.70 0.56 1.12
H 6.93 -0.04 2.25
H 4.94 -0.95 4.47
H 6.48 -0.11 4.72
H 4.99 0.56 5.40
H 5.74 2.79 2.45
H 5.48 2.77 4.20
H 6.95 2.08 3.52
Br -0.65 3.98 -0.89
C -2.50 3.99 -1.36
C -3.13 5.21 -1.53
C -4.48 5.22 -1.86
C -5.19 4.04 -2.01
C -4.55 2.82 -1.83
C -3.20 2.80 -1.50
C -2.47 1.51 -1.30
O -1.79 1.15 -2.31
O -2.54 0.92 -0.19
H -2.58 6.13 -1.41
H -4.98 6.17 -2.00
H -6.24 4.06 -2.26
H -5.09 1.89 -1.94
```

Spin multiplicity = 3
ΔE to the lowest compared entry with this formula, charge and spin = 2.4 kJ/mol
Kohn-Sham gap (alpha / beta) = 6.94 / 5.44 eV
Highest occupied orbital energy (alpha / beta) = -0.501 / -0.500 hartree
Total charge = +2

[2]
Below is a molecular structure, C18H31N4NaO2Si2 at a distorted geometry, with properties calculated with wB97M-V/def2-TZVPD.

The geometry in XYZ format:
```
58
C18H31N4NaO2Si2 wB97M-V/def2-TZVPD
Na -0.17 1.03 -1.22
C 4.03 2.71 -2.66
C 2.59 2.34 -2.50
N 2.10 1.18 -2.73
O 3.04 0.25 -3.23
C 1.65 3.39 -2.02
C 2.17 4.55 -1.25
N 0.38 3.21 -2.29
O -0.45 4.10 -1.89
H 4.50 2.11 -3.44
H 4.57 2.53 -1.73
H 4.13 3.77 -2.88
H 2.50 -0.54 -3.16
H 3.13 4.33 -0.78
H 1.44 4.81 -0.48
H 2.30 5.46 -1.84
C -3.55 1.83 -1.97
C -3.40 0.35 -1.79
C -4.50 -0.44 -1.49
C -4.29 -1.81 -1.33
C -3.03 -2.33 -1.46
C -1.91 -1.47 -1.76
N -2.16 -0.13 -1.93
N -0.65 -1.86 -1.86
Si 0.11 -3.18 -1.16
C -0.41 -3.58 0.64
C -0.04 -4.89 -2.03
C 1.96 -2.80 -1.19
H -4.20 2.05 -2.82
H -2.61 2.35 -2.12
H -4.03 2.28 -1.09
H -5.47 0.01 -1.38
H -5.12 -2.48 -1.10
H -2.84 -3.38 -1.35
H -1.45 -3.91 0.67
H -0.32 -2.71 1.27
H 0.22 -4.39 1.04
H -1.07 -5.25 -2.06
H 0.57 -5.62 -1.49
H 0.30 -4.85 -3.07
H 2.13 -1.80 -0.79
H 2.34 -2.83 -2.21
H 2.53 -3.50 -0.59
C -0.52 -1.00 4.89
Si 0.22 0.61 4.18
C -0.83 2.00 4.95
C 1.93 0.74 5.01
C 0.26 0.71 2.38
C 0.26 0.83 1.14
H -0.53 -0.93 5.99
H 0.05 -1.87 4.59
H -1.54 -1.14 4.55
H -0.80 1.97 6.04
H -1.86 1.92 4.63
H -0.49 2.98 4.63
H 1.83 0.72 6.10
H 2.43 1.66 4.72
H 2.57 -0.09 4.72
```

ΔE to the lowest compared entry with this formula, charge and spin = 0.0 kJ/mol
Kohn-Sham gap (alpha / beta) = 5.55 / 5.55 eV
Highest occupied orbital energy (alpha / beta) = -0.048 / -0.048 hartree
Total charge = -2

[3]
Below is a gas-phase ion, C3H7N4O2 (charge +1) at a distorted geometry, with properties calculated with wB97M-V/def2-TZVPD.

The geometry in XYZ format:
```
16
C3H7N4O2 wB97M-V/def2-TZVPD
N 1.09 1.07 -1.82
C 0.79 0.93 -0.50
N 1.20 -0.05 0.30
C 0.98 -0.07 1.75
O 1.82 0.30 2.49
N -0.19 -0.48 2.02
N -1.30 -0.91 1.25
C -1.18 -1.65 0.11
O -0.13 -2.10 -0.20
H 0.80 1.84 -2.43
H 1.22 0.12 -2.16
H 0.42 1.86 0.07
H 1.64 -0.91 -0.13
H -0.36 -0.66 2.97
H -1.97 -0.15 1.31
H -2.08 -2.01 -0.30
```

ΔE to the lowest compared entry with this formula, charge and spin = 133.3 kJ/mol
Kohn-Sham gap = 10.63 eV
Highest occupied orbital energy = -0.542 hartree
Total charge = +1
SMILES = [NH2+]=CNC(=O)NNC=O

[4]
Below is a molecular structure, C3H2IN2 at a distorted geometry, with properties calculated with wB97M-V/def2-TZVPD.

The geometry in XYZ format:
```
8
C3H2IN2 wB97M-V/def2-TZVPD
C -1.13 1.06 0.65
C 1.23 -0.44 1.10
C -1.36 0.50 -0.52
N 0.67 0.47 1.59
N -0.48 1.09 1.71
I -1.09 -1.50 -0.21
H 1.91 -1.25 0.79
H -1.63 1.00 -1.39
```

ΔE to the lowest compared entry with this formula, charge and spin = 188.0 kJ/mol
Kohn-Sham gap = 8.21 eV
Highest occupied orbital energy = -0.532 hartree
Total charge = +1

[5]
Below is a molecular structure, C18H27N3O3S at a distorted geometry, with properties calculated with wB97M-V/def2-TZVPD.

The geometry in XYZ format:
```
52
C18H27N3O3S wB97M-V/def2-TZVPD
C 0.88 0.74 -2.80
C -0.15 -0.07 -2.11
C -1.61 0.10 -2.25
C -2.34 -0.76 -1.69
C -1.77 -1.73 -1.09
C -0.38 -2.20 -0.91
C 0.58 -1.35 -1.39
N 1.76 -1.38 -1.45
S 2.67 -2.17 -2.63
O 1.83 -2.34 -3.61
O 3.21 -3.49 -2.02
C 3.93 -1.03 -3.11
H 4.28 -0.19 -2.09
H 4.78 -1.63 -3.21
H 3.61 -0.32 -3.87
C 2.50 -1.39 0.01
C 2.73 0.28 0.25
O 3.68 0.76 -0.19
N 1.39 0.91 0.64
N 0.45 0.11 1.16
C -0.65 0.86 1.19
C -1.73 -0.24 1.89
H -2.67 -0.16 1.19
H -1.34 -1.21 2.07
C -2.42 0.59 3.01
C -3.08 1.87 3.15
C -2.00 3.21 3.22
C -0.99 3.00 2.31
C -0.86 2.17 1.07
H -0.24 2.66 0.38
H -2.07 2.35 0.56
H -0.04 2.67 2.85
H -0.57 4.05 2.17
H -2.64 4.01 2.80
H -1.81 3.34 4.20
H -3.90 1.79 3.93
H -3.65 1.95 2.08
H -2.87 -0.42 3.84
H -1.42 0.59 3.90
H 1.58 1.70 0.60
H 1.81 -1.70 0.94
H 3.43 -2.08 0.00
C 0.10 -3.47 -0.28
H 1.11 -3.68 -0.63
H 0.10 -3.29 0.68
H -0.75 -4.11 -0.29
H -2.51 -2.58 -0.51
H -3.35 -0.53 -1.64
H -1.92 0.94 -2.93
H 1.26 0.16 -3.88
H 0.34 1.72 -3.18
H 1.70 0.99 -2.31
```

ΔE to the lowest compared entry with this formula, charge and spin = 1956.0 kJ/mol
Kohn-Sham gap = 8.28 eV
Highest occupied orbital energy = -0.291 hartree
Total charge = 0

[6]
Below is 2 unconnected molecules or ions with the total composition C3H8OS at a distorted geometry, with properties calculated with wB97M-V/def2-TZVPD.

The geometry in XYZ format:
```
13
C3H8OS wB97M-V/def2-TZVPD
C 0.84 -0.93 -0.29
C 0.32 0.47 -0.07
C -1.30 0.68 -0.26
H 2.68 0.60 1.07
H 0.71 -1.50 -1.34
H 0.28 -1.48 0.74
H 1.08 1.12 -0.48
H 0.54 0.77 0.98
H -1.88 1.76 -0.29
H -1.16 0.30 -1.37
H -2.02 -0.65 1.44
O 2.20 -0.51 -0.09
S -2.28 -0.64 -0.04
```

ΔE to the lowest compared entry with this formula, charge and spin = 761.4 kJ/mol
Kohn-Sham gap = 7.16 eV
Highest occupied orbital energy = -0.323 hartree
Total charge = 0

[7]
Below is 7 unconnected molecules or ions with the total composition C10H9Cl24N2O2 at a distorted geometry, with properties calculated with wB97M-V/def2-TZVPD.

The geometry in XYZ format:
```
47
C10H9Cl24N2O2 wB97M-V/def2-TZVPD
C 1.73 -4.03 2.90
C 3.18 -3.45 2.85
N 3.57 -2.99 4.19
N 3.96 -1.60 4.11
C 2.80 -0.75 4.46
C 2.80 0.58 3.66
O 1.74 0.96 3.10
O 3.89 1.15 3.65
H 1.76 -5.12 2.89
H 1.15 -3.61 2.07
H 1.26 -3.70 3.82
H 3.85 -4.21 2.44
H 3.16 -2.61 2.18
H 4.30 -3.56 4.59
H 4.65 -1.47 4.84
H 2.85 -0.46 5.51
H 1.88 -1.31 4.30
C -1.66 -0.89 2.18
Cl -3.20 -0.07 2.58
Cl -0.66 -0.97 3.61
Cl -2.03 -2.53 1.60
Cl -0.81 0.00 0.92
C -2.61 3.96 -0.04
Cl -2.12 5.45 0.78
Cl -1.32 3.43 -1.11
Cl -2.94 2.70 1.15
Cl -4.09 4.27 -0.98
C -1.80 2.20 -4.95
Cl -2.74 1.01 -5.86
Cl -2.81 2.91 -3.69
Cl -0.41 1.40 -4.21
Cl -1.24 3.47 -6.04
C -5.34 -0.66 -2.69
Cl -4.62 -1.03 -4.26
Cl -4.73 -1.79 -1.48
Cl -4.90 0.99 -2.22
Cl -7.10 -0.79 -2.79
C 6.59 -2.54 0.27
Cl 5.71 -3.73 -0.71
Cl 5.55 -1.94 1.55
Cl 8.03 -3.31 0.97
Cl 7.10 -1.20 -0.77
C -4.87 5.17 -7.07
Cl -4.40 6.68 -6.28
Cl -3.58 4.64 -8.14
Cl -5.17 3.94 -5.85
Cl -6.35 5.44 -8.02
```

Kohn-Sham gap = 5.72 eV
Highest occupied orbital energy = -0.159 hartree
Total charge = -1